This record from OMol25 describes a structure of composition C3H8NO in a non-equilibrium geometry. The level of theory is ωB97M-V/def2-TZVPD.

```
! RIJCOSX wB97M-V def2-TZVPD def2/J DEFGRID3
* xyz -1 1
C -0.679 -0.736 0.014
N 0.314 1.188 2.405
C 0.959 0.417 1.692
O 0.893 -0.496 -2.117
C -1.267 0.385 -0.556
H -0.814 -0.881 1.071
H -0.479 -1.676 -0.478
H 1.707 -0.122 -2.464
H 1.503 0.786 0.789
H 0.989 -0.708 1.747
H -1.501 0.413 -1.610
H -1.598 1.191 0.080
H -0.028 0.240 -0.573
*
```

Summary:
energy above the lowest of the compared OMol25 structures with the same formula, charge and spin: 594.5 kJ/mol
gap between HOMO and LUMO: 4.913 eV
highest occupied orbital energy: -1.627 eV
maximum force: 3.8 eV/Å
E: -6771.8302 eV
LUMO: 3.286 eV